# 1
Molecular formula: C5H8O
Method: DFT, wB97M-V/def2-TZVPD

The geometry in XYZ format:
```
14
Properties=species:S:1:pos:R:3:forces:R:3:nbo_charge:R:1
O -2.050881 -0.480522 0.491249 -0.254 0.192 0.709 -0.59
C -1.167740 -0.295471 1.331007 -0.102 -0.351 -0.167 0.31
C 0.001117 0.492618 1.048451 0.304 -0.479 -0.318 -0.26
C -0.004196 1.202715 -0.284435 0.001 0.059 -0.146 -0.45
C 0.079499 -0.075500 -1.127451 -0.161 0.043 -0.128 -0.50
C 1.073612 -0.840635 -0.377716 -0.211 0.123 0.436 -0.19
H -1.209062 -0.821295 2.299544 0.055 0.010 -0.016 0.13
H 0.620561 0.830332 1.883891 -0.135 -0.255 -0.283 0.22
H -0.921068 1.761938 -0.492510 0.090 0.017 0.188 0.23
H 0.860806 1.864007 -0.400242 -0.099 -0.127 -0.025 0.21
H -0.892049 -0.552144 -0.858427 0.249 0.016 -0.604 0.28
H 0.109019 -0.095752 -2.221726 0.358 0.196 0.004 0.22
H 1.265391 -1.875910 -0.713399 -0.412 0.212 0.834 0.20
H 1.903886 -0.409005 0.152946 0.318 0.342 -0.484 0.19
```
Positions in Å, forces in eV/Å.

The calculation puts the energy relative to the best compared isomer or geometry (same formula, charge and spin) at 360.2 kJ/mol. The frontier orbital gap (spin up / spin down) is 0.30108 / 0.30118 Ha. Its spin multiplicity is 1. As for the highest occupied orbital energy (spin up / spin down): -8.57 / -8.57 eV.



# 2
Molecular formula: C5H8O
Method: DFT, wB97M-V/def2-TZVPD

The geometry in XYZ format:
```
14
Properties=species:S:1:pos:R:3:forces:R:3:nbo_charge:R:1
C 2.737044 -0.124924 -0.069772 0.881 -0.214 -0.230 -0.49
C 1.599599 -0.237549 -0.682452 0.083 -0.237 0.048 -0.01
C 0.403654 -0.232007 -1.068520 -0.204 -0.069 0.407 -0.11
C -0.848711 0.040783 -0.809419 -0.723 -0.483 -1.370 -0.09
C -1.830561 -0.905546 -0.219224 -0.167 -0.157 -0.017 -0.65
O -0.750809 1.219211 1.307728 0.784 0.050 0.467 -0.93
H 3.110961 -0.908122 0.571656 0.071 0.006 0.141 0.22
H 0.132173 0.878829 1.033031 -0.819 0.569 0.365 0.49
H 3.379877 0.684277 -0.355813 0.412 0.312 0.200 0.21
H -1.229397 0.937893 -1.265301 -0.384 0.355 -0.013 0.20
H -1.338952 -1.720067 0.318005 -0.042 0.112 -0.096 0.22
H -2.510324 -0.381777 0.453473 0.058 -0.067 -0.094 0.24
H -2.405707 -1.321509 -1.049633 -0.147 -0.161 0.130 0.23
H -0.805970 2.120671 0.974565 0.198 -0.016 0.061 0.47
```
Positions in Å, forces in eV/Å.

Its SMILES is C=C=C=CC.O. The calculation puts the energy relative to the best compared isomer or geometry (same formula, charge and spin) at 335.4 kJ/mol. The frontier orbital gap is 0.34047 Ha. Its spin multiplicity is 1. As for the highest occupied orbital energy: -8.61 eV.



# 3
Molecular formula: C5H8O
Method: DFT, wB97M-V/def2-TZVPD

The geometry in XYZ format:
```
14
Properties=species:S:1:pos:R:3:forces:R:3:nbo_charge:R:1
C 2.737264 0.399911 -0.192716 -0.027 -0.023 -0.020 -0.68
C 1.364930 -0.116265 -0.255474 -0.542 -0.095 -0.112 0.00
C 0.220988 -0.478728 -0.392808 0.437 0.146 0.091 -0.04
C -1.215959 -0.729542 -0.590500 0.049 0.044 -0.046 -0.50
C -2.065644 -0.093381 0.534738 -0.034 -0.266 -0.102 -0.04
O -1.592245 1.177450 0.914899 0.126 0.097 0.052 -0.72
H 2.757559 1.357112 0.343950 0.037 -0.232 -0.121 0.24
H 3.411615 -0.298497 0.313544 -0.120 0.124 -0.079 0.23
H 3.110979 0.569037 -1.210891 -0.033 -0.027 0.262 0.24
H -1.487474 -0.286827 -1.556406 -0.020 -0.052 0.147 0.23
H -1.433739 -1.804149 -0.651032 0.083 0.209 0.022 0.23
H -3.093168 0.048405 0.162541 0.358 -0.103 0.249 0.18
H -2.085259 -0.773444 1.403895 -0.053 0.141 -0.226 0.16
H -0.645264 1.088188 1.110042 -0.260 0.036 -0.117 0.48
```
Positions in Å, forces in eV/Å.

Its SMILES is CC#CCCO. The calculation puts the energy relative to the best compared isomer or geometry (same formula, charge and spin) at 187.3 kJ/mol. The frontier orbital gap is 0.38673 Ha. Its spin multiplicity is 1. As for the highest occupied orbital energy: -9.61 eV.